Entry 1:
C3H3IS | ωB97M-V with the def2-TZVPD basis set

Each line ends with the Löwdin charge.
Cartesian coordinates (Å):
C1 0.785244 -1.713612 -0.851004  0.14
C2 0.330471 -0.883115 -0.115671  -0.35
C3 -0.260111 0.311367 0.436503  -1.02
S1 0.355855 1.758276 -0.385131  0.69
I1 -2.549661 -0.072211 0.175007  0.59
H1 1.326796 -2.492804 -1.241590  0.02
H2 -0.098782 0.272713 1.452828  0.01
H3 0.110186 2.819389 0.529055  -0.08

Forces on the atoms, in the same order (eV/Å):
C -0.2734 0.7151 1.2068
C -0.2105 0.7225 -1.0544
C -1.3537 -0.7269 -1.5824
S 0.0467 1.3308 0.5164
I 1.1900 0.3988 0.3150
H 0.6966 -1.2885 -0.9328
H -0.1116 0.4932 2.3186
H 0.0158 -1.6450 -0.7872

Spin multiplicity: 1
LUMO (eV): -0.57
Max |F| (eV Å⁻¹): 2.37
Kohn-Sham gap (eV): 8.7
E (eV): -22092.7001
Energy above the lowest of the compared OMol25 structures with the same formula, charge and spin (kJ/mol): 24.3
SMILES: C#C[C@@H](S)I

Entry 2:
C29H38As2F3MnN6O3 | ωB97M-V with the def2-TZVPD basis set

Each line ends with the Mulliken spin population.
Cartesian coordinates (Å):
Mn1 -0.352628 0.475339 0.045900  4.61
N1 1.993550 1.231732 -0.231817  0.04
C1 2.113041 2.663975 0.095721  0.00
C2 0.794018 3.411805 -0.079695  0.04
O1 0.852135 4.652322 -0.203481  0.01
N2 -0.252412 2.610799 -0.014144  0.03
C3 -1.588164 3.185084 -0.040391  0.03
C4 -2.462562 2.390235 0.929835  0.01
O2 -3.289148 2.958449 1.642194  0.01
O3 -2.231770 1.105258 0.926985  0.06
H1 2.810734 0.723816 0.075296  0.00
H2 1.909774 1.118696 -1.233808  0.00
H3 2.872271 3.182308 -0.486629  0.00
H4 2.388177 2.747501 1.146323  0.00
H5 -2.028538 3.065565 -1.038274  -0.01
H6 -1.596398 4.241163 0.210960  0.00
C5 -2.954229 -1.785992 1.844031  -0.01
As1 -1.292670 -0.923184 2.396442  0.08
C6 -0.666865 -2.309568 3.656776  0.01
C7 -1.979928 0.269043 3.784756  0.02
C8 -3.179446 -0.038050 4.426012  -0.01
C9 -3.717426 0.812450 5.377874  0.00
C10 -3.057325 1.991894 5.699597  0.00
C11 -1.861718 2.298309 5.070598  0.00
C12 -1.302965 1.442317 4.121137  0.03
As2 0.398445 1.897519 3.257145  0.00
C13 0.040868 3.793141 2.913601  0.00
C14 1.420566 2.093932 4.933445  0.00
H7 -3.374671 -2.410989 2.627228  0.00
H8 -2.767375 -2.397338 0.964477  0.00
H9 -3.643457 -0.987825 1.572573  0.00
H10 -1.416724 -2.450796 4.433980  0.00
H11 0.264759 -1.983873 4.121468  0.00
H12 -0.492398 -3.261794 3.149926  0.00
H13 -3.721849 -0.934880 4.160535  0.00
H14 -4.660607 0.565741 5.850659  0.00
H15 -3.476686 2.672916 6.429724  0.00
H16 -1.355350 3.223711 5.321814  0.00
H17 0.147469 4.388306 3.819686  0.00
H18 -0.978613 3.873125 2.531142  0.00
H19 0.716173 4.171114 2.145776  0.00
H20 0.903625 2.747329 5.637988  0.00
H21 2.399994 2.516150 4.701872  0.00
H22 1.561970 1.113945 5.390547  0.00
F1 -0.998604 1.431111 -9.464650  0.00
C15 0.052568 0.810447 -8.895114  0.00
F2 1.163166 1.507305 -9.225458  0.00
F3 0.174409 -0.401440 -9.487521  0.00
C16 -0.099313 0.685019 -7.416007  0.01
C17 0.916810 0.077964 -6.690723  0.00
C18 0.796908 -0.067174 -5.321143  0.01
C19 -0.340179 0.388867 -4.642737  -0.02
C20 -1.349183 0.998650 -5.390579  0.01
C21 -1.230707 1.146911 -6.764754  0.00
C22 -0.461992 0.229715 -3.220219  0.03
C23 -0.596521 0.089084 -2.017480  0.08
H23 1.802139 -0.277796 -7.204599  0.00
H24 1.587033 -0.541496 -4.753558  0.00
H25 -2.229971 1.359338 -4.875375  0.00
H26 -2.017908 1.624652 -7.332443  0.00
C24 2.035626 -2.196544 0.939696  0.03
N3 2.644593 -3.518045 0.730046  0.00
C25 1.562531 -4.497968 0.550735  0.00
N4 0.685997 -4.164875 -0.580214  0.00
C26 0.121938 -2.831194 -0.333917  0.04
N5 1.166641 -1.801022 -0.175521  -0.13
C27 1.971836 -1.796078 -1.408265  0.02
N6 2.585196 -3.103790 -1.676873  0.00
C28 3.415768 -3.468413 -0.521227  0.00
C29 1.506561 -4.095182 -1.795996  0.00
H27 2.833469 -1.458072 1.042995  -0.01
H28 1.451208 -2.207211 1.858359  0.00
H29 0.964683 -4.534504 1.463522  0.00
H30 2.003118 -5.482571 0.382611  0.00
H31 -0.467243 -2.872331 0.577533  0.00
H32 -0.523614 -2.539144 -1.162486  -0.03
H33 2.767974 -1.054702 -1.302164  0.00
H34 1.327066 -1.502723 -2.234995  0.02
H35 4.218654 -2.735413 -0.413584  0.00
H36 3.859570 -4.449456 -0.700154  0.00
H37 1.946339 -5.076585 -1.984320  0.00
H38 0.867783 -3.826034 -2.639204  0.00

Forces on the atoms, in the same order (eV/Å):
Mn 0.0774 0.6276 0.2877
N -0.1443 0.1944 0.2031
C -0.0367 -0.2398 -0.1158
C -0.1145 0.0298 -0.2222
O -0.0945 -0.2939 0.0781
N -0.0898 0.1294 -0.0809
C 0.2283 -0.1630 0.0149
C -0.1597 -0.3047 0.2273
O 0.1724 -0.2435 -0.2446
O -0.0174 0.3725 -0.1301
H 0.1010 -0.0436 0.0246
H 0.0008 -0.0254 -0.1888
H 0.1084 0.0358 -0.1014
H 0.0746 0.0008 0.1462
H -0.0357 0.0604 -0.0439
H -0.0012 0.1359 0.0639
C -0.0640 0.1145 -0.0263
As -0.0193 -0.0039 0.1626
C 0.0405 -0.1153 -0.0364
C -0.0034 0.1088 0.0027
C 0.0526 0.0990 -0.0231
C 0.0546 0.0591 -0.0174
C 0.0266 -0.0702 -0.0595
C 0.0386 -0.0950 0.0280
C -0.1131 -0.0338 0.0001
As -0.0038 0.0346 0.0399
C -0.0176 -0.0222 -0.0264
C 0.0471 0.0422 -0.0002
H -0.0396 -0.0683 0.0724
H 0.0381 -0.0531 -0.0664
H 0.0182 -0.0095 -0.0059
H -0.0119 -0.0469 0.0299
H 0.0006 0.0020 0.0065
H -0.0025 0.0347 -0.0123
H -0.0215 -0.0498 0.0166
H 0.0132 0.0032 0.0053
H -0.0113 0.0092 -0.0085
H -0.0171 0.0041 -0.0241
H -0.0379 -0.0040 0.0749
H 0.0710 0.0412 0.0824
H -0.0475 0.0381 0.1638
H 0.0321 -0.0172 -0.0170
H -0.0169 0.0047 0.0170
H -0.0063 0.0115 -0.0080
F 0.1997 -0.0803 -0.1369
C -0.0564 -0.0054 0.2450
F -0.1110 -0.0485 -0.1611
F -0.0122 0.1716 -0.1134
C -0.0340 -0.0233 0.0717
C 0.0925 -0.0518 0.1104
C 0.0965 -0.0456 -0.0715
C -0.0036 -0.0446 0.2014
C -0.1075 0.0832 -0.0721
C -0.0916 0.0282 0.1138
C -0.0464 -0.0329 -0.6856
C 0.0046 -0.1022 0.1202
H -0.0078 -0.0128 0.0452
H 0.0177 0.0028 -0.0144
H 0.0213 -0.0010 -0.0262
H -0.0116 -0.0112 0.0499
C 0.0236 -0.0694 -0.1623
N -0.0289 -0.0121 -0.1022
C 0.0170 0.1727 -0.1304
N 0.0935 0.0449 0.0392
C 0.2342 -0.0739 -0.1217
N -0.1036 -0.1692 0.0291
C 0.0934 -0.0763 0.0733
N -0.0106 -0.0307 0.0968
C -0.2367 0.0406 -0.0015
C 0.0372 0.1267 0.1634
H 0.0019 0.0280 0.0283
H -0.0467 -0.0184 0.0591
H -0.0106 0.0153 0.0060
H 0.0169 -0.0158 -0.0179
H -0.0935 0.0016 0.1367
H -0.0068 0.0126 -0.0353
H 0.0006 -0.0492 -0.0228
H -0.0101 -0.0240 -0.0120
H -0.0213 0.0125 -0.0044
H 0.0111 -0.0301 -0.0016
H 0.0141 -0.0222 0.0018
H 0.0066 0.0199 0.0137

Spin multiplicity: 6
LUMO (spin up / spin down) (eV): 2.33 / 2.32
Total charge: -1
Max |F| (eV Å⁻¹): 0.69
Kohn-Sham gap (spin up / spin down) (eV): 7.2 / 7.3
E (eV): -206925.0227
Energy above the lowest of the compared OMol25 structures with the same formula, charge and spin (kJ/mol): 61.9

Entry 3:
C5H12O | ωB97M-V with the def2-TZVPD basis set

Each line ends with the Löwdin charge.
Cartesian coordinates (Å):
C1 -0.362752 -1.917280 0.141644  -0.08
C2 0.384413 -0.704570 -0.419563  -0.46
C3 1.870659 -0.771129 -0.074737  -0.09
C4 -0.235241 0.614335 0.058359  -0.17
C5 -1.589380 0.878052 -0.590615  -0.29
O1 -1.844505 2.270333 -0.614685  -0.07
H1 -1.434481 -1.885474 -0.088164  0.07
H2 -0.258381 -1.958662 1.233723  0.08
H3 0.036280 -2.851907 -0.268410  0.08
H4 0.293985 -0.731171 -1.516497  0.13
H5 2.017180 -0.818512 1.011455  0.08
H6 2.397408 0.115235 -0.446559  0.08
H7 2.341642 -1.655662 -0.518414  0.08
H8 -0.330725 0.602308 1.153243  0.12
H9 0.429573 1.451475 -0.189373  0.12
H10 -2.382487 0.347217 -0.041901  0.11
H11 -1.573427 0.473929 -1.616436  0.12
H12 -2.661175 2.399670 -1.112235  0.09

Forces on the atoms, in the same order (eV/Å):
C -0.0425 -0.0498 0.0156
C 0.0074 -0.0114 -0.0462
C 0.0598 0.0042 0.0313
C 0.0059 0.0239 -0.0083
C 0.0729 -0.4906 0.0219
O -0.2362 0.1410 -0.0879
H 0.1748 0.0070 0.0077
H -0.0113 0.0208 -0.1473
H -0.0401 0.1276 0.0660
H 0.0343 0.0319 0.1453
H -0.0144 0.0116 -0.1296
H -0.0597 -0.1451 0.0499
H -0.0726 0.1004 0.0981
H 0.0178 0.0410 -0.1525
H -0.1182 -0.1218 -0.0593
H 0.0791 0.0953 -0.0965
H -0.0029 0.0936 0.1360
H 0.1460 0.1205 0.1560

Spin multiplicity: 1
LUMO (eV): 0.96
Max |F| (eV Å⁻¹): 0.50
Kohn-Sham gap (eV): 11.2
E (eV): -7427.0069
Energy above the lowest of the compared OMol25 structures with the same formula, charge and spin (kJ/mol): 29.4
SMILES: CC(C)CCO

Entry 4:
C13H26Br4O9 | ωB97M-V with the def2-TZVPD basis set

Each line ends with the Löwdin charge.
Cartesian coordinates (Å):
Br1 0.441035 -0.103983 5.681863  0.55
C1 -1.060275 -0.767583 6.805483  -0.72
C2 -1.947545 0.387797 7.407893  -0.63
Br2 -3.374675 -0.707743 8.181673  0.63
H1 -0.701995 -1.427313 7.595733  0.04
H2 -1.800485 -1.267023 6.180383  0.02
H3 -2.439415 0.936427 6.604663  0.05
H4 -1.422415 0.925167 8.197553  0.06
Br3 3.270485 -5.822443 -2.501127  0.67
C3 3.111945 -4.916273 -4.142437  -0.77
C4 1.621245 -4.747513 -4.474617  -0.65
Br4 1.470665 -3.931833 -6.294807  0.56
H5 3.814475 -5.219553 -4.918697  0.07
H6 3.417675 -3.908033 -3.863007  0.04
H7 0.862655 -4.344763 -3.803467  0.06
H8 1.273125 -5.696893 -4.881557  0.02
C5 2.340405 -0.716643 0.485393  -0.04
O1 1.292905 -0.684353 -0.447807  -0.01
C6 0.151155 -1.344493 -0.298817  -0.57
O2 -0.252375 -1.850193 0.757763  0.09
O3 -0.462945 -1.340123 -1.493017  -0.02
C7 -1.792755 -1.852383 -1.713207  -0.02
H9 3.234145 -0.156723 0.210063  0.09
H10 2.661885 -1.757953 0.506033  0.10
H11 2.005785 -0.253323 1.413543  0.10
H12 -2.138385 -2.661973 -1.070387  0.09
H13 -1.757935 -2.296653 -2.707947  0.09
H14 -2.446525 -1.001763 -1.520497  0.10
C8 6.528005 2.798787 4.852363  -0.09
O4 6.429855 2.505527 3.515423  -0.03
C9 7.529175 2.288247 2.719013  -0.46
O5 8.692445 2.058807 3.131543  0.08
O6 7.084975 2.447667 1.411353  -0.03
C10 7.914505 2.006517 0.337093  -0.05
H15 5.522675 3.068227 5.176123  0.10
H16 7.232125 3.590237 5.109093  0.10
H17 6.843245 1.916047 5.408683  0.10
H18 7.357755 1.204377 -0.147367  0.09
H19 8.890015 1.617087 0.628293  0.09
H20 8.048425 2.825277 -0.369867  0.09
C11 -9.320755 3.278747 -5.462287  -0.02
O7 -8.441145 2.093057 -5.580317  -0.01
C12 -7.889255 1.487867 -4.482937  -0.50
O8 -7.395005 0.371077 -4.496937  0.12
O9 -7.946895 2.321207 -3.361387  -0.06
C13 -7.141965 2.024077 -2.236187  -0.07
H21 -8.717355 4.179687 -5.573267  0.09
H22 -9.848985 3.442227 -4.522957  0.09
H23 -10.094265 3.184667 -6.224477  0.09
H24 -6.070015 1.982187 -2.429277  0.09
H25 -7.525635 1.075527 -1.860487  0.10
H26 -7.053785 2.760977 -1.437877  0.09

Forces on the atoms, in the same order (eV/Å):
Br -0.7157 -0.2920 0.6350
C -1.0057 1.3743 -0.0762
C 0.9626 -1.8760 -0.4806
Br -0.2728 0.4010 0.4525
H 0.2277 0.1774 -0.3029
H 0.8162 -0.4114 -0.3453
H 0.4200 0.3608 0.4065
H -0.4223 0.2696 -0.2951
Br 0.2124 -1.0392 0.8500
C -0.9335 2.9599 0.3985
C 0.3264 -2.0251 -2.7096
Br 0.1111 0.6452 0.4920
H -0.6792 -0.5890 -0.0018
H 0.3888 0.0437 -0.1923
H 0.8175 0.3206 0.1605
H -0.2487 -0.2964 1.0175
C 0.0789 -0.6628 0.9503
O -0.1489 0.9536 -1.8868
C -0.9328 -1.1180 2.3197
O 0.7226 0.9829 -2.4712
O 0.5226 -0.3245 0.3366
C 0.2410 -0.0343 0.7220
H -0.5220 0.3086 -0.9283
H 0.0050 -0.0025 0.9506
H 0.0237 -0.6867 0.3266
H 0.6366 0.0649 0.5242
H -0.3196 0.7127 -0.1330
H -0.3089 -0.2092 -0.7190
C 0.4645 -0.3217 1.9790
O 0.9032 -0.2528 -3.5046
C 1.8021 0.2260 0.9111
O -4.0894 0.6866 -1.7178
O 0.8211 -0.3593 2.4633
C 0.0385 -0.4045 -0.3068
H 0.1284 0.0668 -0.0341
H 0.0070 0.1637 -0.3522
H 0.0059 -0.0762 0.1332
H 0.0925 0.0223 -0.1404
H -0.1213 0.2022 0.3903
H -0.0596 0.0397 0.1750
C 0.4952 -0.0620 0.2473
O -0.5229 -0.1230 1.5491
C 0.4786 -0.3029 0.7514
O -0.9826 2.5024 -0.0897
O -0.0444 0.5848 -1.6939
C 0.7810 -1.4014 0.4296
H 0.0535 -0.1595 -0.4254
H 0.3102 -0.8242 0.2777
H 0.4617 -0.0822 -0.2000
H -0.0016 -0.7171 -0.9327
H 0.5164 0.0190 0.4185
H -1.5409 0.5652 -0.3284

Spin multiplicity: 1
LUMO (eV): 0.38
Max |F| (eV Å⁻¹): 4.49
Kohn-Sham gap (eV): 10.6
E (eV): -312497.3639
Energy above the lowest of the compared OMol25 structures with the same formula, charge and spin (kJ/mol): 166.9
SMILES: COC(=O)OC.COC(=O)OC.COC(=O)OC.BrCCBr.BrCCBr

- Which value of energy above the lowest of the compared OMol25 structures with the same formula, charge and spin does entry 3 give?
  29.4 kJ/mol